{
  "formula": "C36H103N5O13",
  "method": "ωB97M-V/def2-TZVPD",
  "gap_ev": 8.89,
  "relative_energy_ev": 2.6832,
  "total_energy_ev": -73064.2613,
  "symbols": ["C", "C", "O", "H", "H", "H", "H", "H", "H", "C", "C", "O", "H", "H", "H", "H", "H", "H", "C", "C", "O", "H", "H", "H", "H", "H", "H", "C", "C", "O", "H", "H", "H", "H", "H", "H", "C", "C", "O", "H", "H", "H", "H", "H", "H", "C", "C", "O", "H", "H", "H", "H", "H", "H", "C", "C", "O", "H", "H", "H", "H", "H", "H", "C", "C", "O", "H", "H", "H", "H", "H", "H", "C", "C", "C", "O", "C", "N", "H", "H", "H", "H", "H", "H", "H", "H", "H", "H", "H", "C", "C", "C", "O", "C", "N", "H", "H", "H", "H", "H", "H", "H", "H", "H", "H", "H", "C", "C", "C", "O", "C", "N", "H", "H", "H", "H", "H", "H", "H", "H", "H", "H", "H", "C", "C", "C", "O", "C", "N", "H", "H", "H", "H", "H", "H", "H", "H", "H", "H", "H", "C", "C", "C", "O", "C", "N", "H", "H", "H", "H", "H", "H", "H", "H", "H", "H", "H"],
  "coordinates": [[2.17890, -3.17264, -3.16356], [2.39862, -4.68507, -2.98094], [3.77844, -4.93312, -3.04694], [1.10565, -2.99465, -3.09604], [2.44128, -2.75666, -4.13630], [2.68244, -2.56957, -2.40801], [1.87934, -5.25200, -3.75362], [1.94487, -5.09953, -2.08070], [3.97527, -5.80006, -2.68464], [-1.01270, 5.14205, 3.59013], [-0.93956, 3.63626, 3.35777], [0.00788, 2.99414, 4.24137], [-0.01175, 5.56158, 3.48919], [-1.37037, 5.26015, 4.61298], [-1.69508, 5.57635, 2.85947], [-0.61552, 3.46390, 2.33142], [-1.94055, 3.20483, 3.35887], [-0.05337, 2.06239, 4.01845], [3.01416, 2.04113, 3.43412], [4.42321, 2.52381, 3.14913], [4.84681, 1.75701, 2.06006], [3.09008, 0.98491, 3.69244], [2.28858, 2.11971, 2.62451], [2.61698, 2.59903, 4.28211], [5.15737, 2.42099, 3.94821], [4.47031, 3.58640, 2.91081], [5.78795, 1.93387, 1.99249], [3.12640, 3.56702, -0.21509], [2.02077, 4.01818, -1.14694], [0.82721, 3.48377, -0.65927], [3.30237, 2.50153, -0.06726], [3.01999, 4.02536, 0.76811], [4.03983, 3.93540, -0.68204], [2.10746, 3.49388, -2.09862], [1.94925, 5.09868, -1.27146], [0.16665, 3.52288, -1.35477], [5.64889, -2.26678, 0.20533], [4.30415, -1.52940, 0.22477], [4.04046, -0.85510, 1.49764], [5.62585, -3.23334, 0.70867], [6.43172, -1.71269, 0.72327], [5.97648, -2.44491, -0.81890], [3.46311, -2.11236, -0.15061], [4.38799, -0.74249, -0.52480], [4.22926, 0.08239, 1.41360], [5.12053, -0.02909, -3.33972], [5.94822, 0.66957, -4.47426], [5.34645, 1.89125, -4.78651], [4.08956, -0.19140, -3.65415], [5.14585, 0.57921, -2.43560], [5.40404, -1.06980, -3.18284], [5.87511, 0.04563, -5.36503], [7.02754, 0.74740, -4.34341], [5.90478, 2.33413, -5.42972], [-2.95097, -0.84636, -0.04213], [-3.49654, -2.26507, 0.27123], [-4.31795, -2.25767, 1.40663], [-2.40349, -0.75779, -0.98049], [-2.28979, -0.55720, 0.77477], [-3.74327, -0.10141, -0.11549], [-2.67122, -2.97463, 0.33012], [-4.12960, -2.56847, -0.56261], [-5.10253, -1.74049, 1.21029], [1.38430, 0.05027, -1.40341], [1.26393, 0.16756, 0.14325], [0.11405, 0.91801, 0.55208], [1.55621, 1.04683, -1.81012], [0.48411, -0.43972, -1.77444], [2.27435, -0.52153, -1.66603], [2.21789, 0.59211, 0.45598], [1.14267, -0.79371, 0.64259], [0.28183, 1.78184, 0.16834], [-0.42482, -0.69276, 5.70352], [-1.12218, -0.59619, 4.33984], [-2.46274, 0.13547, 4.34138], [-3.32198, -0.38430, 5.38634], [-4.71188, -0.20348, 5.25775], [-0.19999, 0.00536, 3.35095], [-0.06427, 0.21912, 6.17951], [0.40712, -1.37567, 5.53146], [-1.07096, -1.19932, 6.42046], [-1.37275, -1.60403, 4.00882], [-2.85599, 0.08875, 3.32586], [-2.28441, 1.19175, 4.54279], [-5.10300, -0.73078, 4.38764], [-4.97048, 0.83696, 5.06093], [-5.22823, -0.54961, 6.15311], [0.62398, -0.56749, 3.23689], [-0.54625, 0.03191, 2.40253], [0.88600, -4.33396, 3.78984], [2.17027, -3.55382, 3.50479], [3.19140, -4.36045, 2.70912], [2.63774, -4.75607, 1.50077], [3.42095, -5.73951, 0.84973], [1.79259, -2.30020, 2.93512], [1.11009, -5.29828, 4.24588], [0.29668, -4.54333, 2.89711], [0.11685, -3.84858, 4.39060], [2.51291, -3.36414, 4.52200], [3.43462, -5.20494, 3.35392], [4.09875, -3.80558, 2.47054], [2.90038, -6.01179, -0.06840], [3.48108, -6.66513, 1.42218], [4.43831, -5.40847, 0.64115], [2.59533, -1.82499, 2.54797], [1.32490, -2.51896, 2.06706], [-5.74543, 5.02431, 2.07463], [-4.81958, 5.82760, 1.17363], [-4.59129, 5.30745, -0.28094], [-4.08885, 3.95093, -0.24327], [-2.70532, 3.78677, 0.18390], [-5.33170, 7.16702, 1.14271], [-6.68119, 4.83879, 1.54733], [-5.80060, 5.55698, 3.02400], [-5.25481, 4.09694, 2.37022], [-3.85173, 5.95229, 1.65925], [-3.90419, 5.96234, -0.81675], [-5.48748, 5.30112, -0.90135], [-2.07649, 4.62087, -0.12747], [-2.29173, 2.84136, -0.16716], [-2.60447, 3.68972, 1.26488], [-5.10724, 7.65353, 1.99889], [-5.06215, 7.71622, 0.33908], [-4.11630, -5.41443, -2.13480], [-3.00831, -5.59256, -3.18809], [-1.94775, -4.45967, -3.14924], [-2.69214, -3.25480, -3.48034], [-1.86589, -2.10305, -3.46447], [-2.31842, -6.81655, -2.98499], [-4.82655, -6.22482, -2.29883], [-4.63289, -4.45930, -2.22954], [-3.73506, -5.49159, -1.11657], [-3.40792, -5.58540, -4.20216], [-1.20084, -4.68019, -3.91186], [-1.39047, -4.30602, -2.22516], [-1.38133, -1.94516, -2.50095], [-2.37116, -1.20022, -3.80754], [-1.22107, -2.37555, -4.29996], [-1.83553, -6.86014, -2.09898], [-1.61009, -6.96752, -3.68897], [-3.24165, 2.32188, -3.24699], [-1.71081, 2.25678, -3.31837], [-1.14992, 2.05973, -4.81367], [-1.74003, 0.90249, -5.40191], [-1.62733, 0.78072, -6.75006], [-1.01348, 3.39889, -2.76896], [-3.77792, 1.51421, -3.74520], [-3.72415, 3.18923, -3.69753], [-3.63758, 2.33732, -2.23156], [-1.39209, 1.34926, -2.80560], [-0.06907, 2.02145, -4.94935], [-1.42982, 2.95141, -5.37461], [-0.55975, 0.72551, -6.96298], [-2.03442, 1.55641, -7.39867], [-2.12365, -0.14109, -7.05343], [-0.34961, 3.91004, -3.33296], [-1.74591, 4.09428, -2.76017]],
  "atomic_forces_ev_per_a": [[-0.731, -0.483, 0.224], [-0.297, 0.560, -0.611], [0.711, -0.104, 0.163], [-0.126, 0.157, 0.256], [0.387, -0.489, -0.129], [0.013, -0.253, 0.108], [-0.074, 0.149, -0.546], [0.124, 0.515, 0.574], [-0.006, -0.063, -0.031], [0.243, -1.156, 0.453], [0.922, -0.003, -0.603], [-1.264, 1.273, -0.295], [-0.102, 0.170, 0.022], [-0.054, 0.520, -0.044], [-0.005, 0.158, 0.132], [0.292, -0.016, -0.283], [-0.193, -0.234, 0.684], [0.256, -0.943, -0.146], [0.408, 0.129, 1.148], [-0.973, 0.487, 0.045], [1.146, -0.254, -1.088], [-0.190, -0.061, 0.148], [0.352, 0.280, -0.245], [-0.221, -0.173, 0.019], [-0.401, -0.393, 0.578], [-0.303, 0.276, -0.269], [0.176, -0.289, -0.485], [0.811, 1.000, -0.371], [-0.016, -1.827, 0.037], [-0.958, 0.006, 1.550], [-0.636, -0.058, -0.288], [-0.011, 0.028, 0.014], [0.374, 0.135, 0.299], [0.856, 0.563, -0.619], [0.294, 0.115, 0.027], [-0.806, -0.141, -0.400], [-0.286, -0.344, 0.356], [0.900, 1.545, 0.199], [-0.117, -1.772, -0.945], [-0.233, -0.093, 0.007], [-0.141, 0.336, -0.105], [-0.077, 0.004, -0.075], [-0.119, -0.410, 0.720], [0.036, 0.203, -0.151], [0.209, 0.339, 0.129], [0.587, 0.369, -0.970], [-0.876, -1.826, -0.151], [-0.183, 0.965, 0.253], [-0.171, 0.701, -0.193], [-0.015, -0.252, 0.099], [0.749, 0.169, 0.309], [-0.109, -0.462, -0.140], [0.043, 0.189, 0.858], [-0.070, 0.142, -0.045], [0.078, -0.435, 0.498], [-0.362, 1.401, -1.744], [0.293, -0.351, 1.047], [0.123, -0.335, 0.031], [0.087, 0.210, -0.077], [-0.268, -0.093, 0.167], [-0.178, -0.074, 0.573], [0.219, -0.276, -0.399], [0.021, 0.039, -0.059], [-0.128, -0.144, 1.238], [-0.197, -0.192, -0.787], [0.829, -0.380, -0.488], [-0.417, 0.058, -0.165], [0.072, 0.188, -0.410], [-0.099, -0.207, 0.020], [-0.199, 0.267, 0.596], [0.214, -0.156, -0.239], [-0.182, 0.821, 0.000], [-0.264, -0.846, -0.272], [0.118, -0.014, -0.183], [0.023, 0.471, 0.802], [0.736, -0.276, -0.470], [0.176, 0.355, -0.906], [-0.400, 0.782, 0.462], [-0.094, 0.251, -0.474], [0.347, 0.145, 0.195], [-0.166, 0.074, -0.032], [0.024, -0.464, 0.265], [-0.613, -0.353, -0.016], [-0.005, 0.299, 0.131], [-0.039, -0.422, -0.089], [0.014, 0.383, 0.305], [0.305, -0.004, 0.019], [0.295, -0.303, 0.619], [-0.641, 0.267, -0.070], [-0.599, -0.885, -0.575], [-0.914, -0.278, 1.068], [-0.168, 0.289, 0.951], [-0.300, -0.779, -0.944], [-0.579, -0.123, -0.070], [-0.012, 0.715, -1.104], [0.007, -0.064, 0.076], [0.371, -0.174, -0.497], [0.633, 0.512, 0.477], [0.866, 0.095, -0.065], [0.309, -0.462, -0.113], [0.250, 0.332, 0.463], [0.128, 0.255, -0.139], [0.036, -0.047, 0.398], [0.086, 0.224, -0.100], [0.651, 0.464, 0.365], [-0.699, -0.156, -0.227], [1.213, -0.555, -0.258], [0.476, 0.282, -0.493], [0.451, -1.014, 1.382], [0.749, 0.315, -0.214], [-0.830, 0.215, 0.348], [-1.148, 1.132, -0.510], [-0.152, 0.087, 0.493], [-0.697, 0.230, -0.154], [-0.185, -0.382, -0.349], [0.529, -0.967, -0.055], [0.436, 0.156, 0.128], [-0.312, -0.232, 0.367], [0.012, 0.036, -0.228], [-0.305, 0.076, -0.578], [-0.394, 0.330, 0.194], [-0.044, 0.189, -0.172], [0.217, 0.042, 0.108], [0.080, -0.221, -0.724], [0.906, 1.638, 1.063], [-2.014, 1.226, -0.886], [-0.082, -0.393, 1.047], [0.052, -0.913, -1.446], [0.346, -1.824, 0.020], [-0.129, 0.031, 0.190], [0.119, -0.046, -0.121], [0.187, -0.040, 0.001], [-0.245, 0.038, 0.066], [0.191, 0.140, -0.391], [-0.270, -0.280, 0.523], [0.256, -0.042, -0.057], [-0.484, -0.168, 0.347], [1.283, 0.838, 0.268], [-0.131, 0.107, 0.256], [-0.007, -0.067, -0.186], [-0.544, 0.276, 0.030], [1.281, -1.785, -2.738], [-1.656, -0.114, 0.239], [-0.883, 0.813, 2.370], [0.955, -0.637, -1.493], [-1.144, 1.520, 0.828], [0.653, -0.432, -0.042], [0.568, 0.536, -0.254], [0.423, -0.069, 0.265], [-0.008, -0.034, 0.314], [0.383, -0.260, 0.747], [-0.418, 0.273, -0.227], [0.266, -0.235, -0.653], [-0.310, 0.608, 0.395], [0.165, -0.113, 0.074], [0.482, -0.821, -0.852], [-0.203, 0.522, 0.784]]
}